[1]
56
Properties=species:S:1:pos:R:3 method="wB97M-V/def2-TZVPD" homo_lumo_gap_ev="6.9 / 6.6" charge=+2 multiplicity=5 largest_force_ha_per_bohr=0.010 relative_energy_ev=0.000 lumo_ha="-0.2390 / -0.3004" s2=6.031
C 1.4364 -0.7054 -2.9717
C -2.6377 -2.5476 1.4845
H -2.2627 0.2723 -2.8028
C -0.8985 2.7416 1.9775
Se -2.6184 -1.1413 0.2127
H -1.0750 2.0903 2.8330
C 2.7131 0.4361 1.0752
C 0.8308 4.5550 -1.8486
C -1.3585 -0.1734 -3.2135
H -2.9552 1.5317 -0.9961
C -0.0701 2.5493 -0.8582
Os -0.3144 -0.5106 0.3575
C 3.8802 -1.4308 0.6434
H 1.6736 1.7566 2.3567
C -1.4557 -4.0645 2.9582
H 1.8360 -3.6013 0.7926
H -0.1733 4.5059 0.0369
H -1.6668 3.5146 1.9672
P -1.0275 1.7512 0.4594
F -4.9648 -2.7781 1.2660
C 1.0314 2.4539 -2.9995
C 0.1647 3.9214 -0.8102
H 4.6440 -2.1828 0.5277
C -1.4815 -3.0074 2.0808
C -2.7413 2.0535 -0.0646
C -3.8289 -3.1864 1.8094
H 2.3760 -0.5062 -2.4565
H 0.8528 -2.7845 -0.4334
C 1.8684 -2.9014 -0.0481
H -3.4465 1.7283 0.6993
F -2.6664 -5.6976 4.1127
H 1.7816 4.3108 -3.7555
C -3.8457 -4.2514 2.6965
F -4.9786 -4.8491 3.0024
N 1.7906 -0.4763 0.6423
H 1.4878 -0.3100 -3.9857
H 1.0078 5.6209 -1.8039
C 2.3766 1.7997 1.5214
H -2.8565 3.1260 -0.2300
F -0.2903 -2.3866 1.7751
C 4.0189 -0.1483 1.0674
H 4.9220 0.3568 1.3697
C -2.6581 -4.6903 3.2680
H 1.9159 2.3685 0.7104
H 0.0779 3.2061 2.0847
F -0.3204 -4.4751 3.5007
P 0.0380 0.0129 -2.0693
H 3.2705 2.3247 1.8481
C 1.2636 3.8200 -2.9429
H 1.2850 -1.7834 -3.0381
H -1.5425 -1.2339 -3.3902
C 2.4867 -1.6292 0.3875
C 0.3633 1.8017 -1.9651
H -1.1201 0.3119 -4.1608
H 2.4853 -3.3708 -0.8162
H 1.3763 1.9021 -3.8641


[2]
53
Properties=species:S:1:pos:R:3 method="wB97M-V/def2-TZVPD" homo_lumo_gap_ev=8.8 largest_force_ha_per_bohr=0.001 relative_energy_ev=2.108 lumo_ha=0.0171
C 5.3597 2.6437 3.2222
H 3.5606 -2.2245 1.3198
H 4.4619 1.0551 -0.4569
H 4.3114 6.3399 3.1443
C 4.1725 3.0112 2.5583
C 4.4229 0.7972 2.3722
C 2.7411 -1.7422 -1.1033
H -2.8507 2.7404 -1.5834
H 0.9924 -0.3806 0.0131
H 6.1634 0.6890 3.5305
H -0.4074 5.7580 -1.7750
H 3.5150 -2.3220 -1.6068
C -2.6667 4.6638 -0.5694
H 2.6567 1.7407 1.4980
H -2.6439 6.6699 -1.4807
O 3.4826 0.2249 -2.0962
C 1.8898 0.0746 -0.3986
O -0.8475 0.8910 -1.8836
N 5.4879 1.2901 3.0889
C 6.1817 3.5780 3.8620
H 0.4306 3.4476 -3.5605
C -1.0782 3.7730 -2.1513
C 5.7862 4.8943 3.8235
H 7.0895 3.2777 4.3675
C 3.5873 1.8212 2.0281
H -1.0656 5.5595 -3.3965
C -2.5607 5.6198 -1.7590
C -2.0804 3.3501 -1.1037
N 0.9363 0.9553 -3.2772
H 6.3941 5.6462 4.3087
C 4.6075 5.3006 3.1680
O 4.9960 -1.3794 2.9793
C -1.1958 5.2660 -2.3550
H 1.6488 1.5578 -3.6541
H 1.8119 -0.8456 -3.8449
C 3.8261 4.3634 2.5518
H 5.1345 -0.4951 -1.0380
C 1.3222 -0.4068 -2.9740
H 1.9257 -2.3684 -0.7434
H 1.8773 1.1581 -0.2971
C 3.1891 -0.7064 -0.0420
H -2.0548 5.0387 0.2555
H 0.4178 -0.9716 -2.7550
C 4.3565 -0.6710 2.2166
C -0.0984 1.5427 -2.5975
N 3.5538 -1.2168 1.2543
C -0.2242 2.9983 -2.8202
F 2.6957 4.7342 1.9187
H -1.6345 2.7109 -0.3440
C 2.2463 -0.4617 -1.7948
C 4.2184 0.0768 -0.8692
H -3.6842 4.5501 -0.1970
H -3.3507 5.4017 -2.4826


[3]
53
Properties=species:S:1:pos:R:3 method="wB97M-V/def2-TZVPD" homo_lumo_gap_ev=8.6 largest_force_ha_per_bohr=0.016 relative_energy_ev=2.635 lumo_ha=-0.0016
H -3.9775 4.3755 -2.1458
H 8.7954 -0.6283 -0.6224
H -1.9112 0.1933 -1.8659
N -2.5650 -0.2540 -1.2467
H 8.8037 0.8042 1.4094
H -2.5544 -2.2707 -1.8529
C 6.8414 0.2710 2.0275
N 4.5283 -0.6642 2.3268
H -4.2489 4.7613 -0.4502
H 4.0801 -2.6607 -0.2442
H -0.1970 -3.9885 -0.8518
C 0.7221 -2.3749 0.4678
C -3.6361 1.8764 -1.1645
H -5.7454 2.4448 0.8869
H 1.8284 -0.8813 -0.7306
C 5.7296 -0.5113 1.6944
C 7.9344 -0.5945 0.0300
C 7.9259 0.2133 1.1847
C -4.6272 4.1739 -1.2941
C 4.4272 -1.9758 0.5107
C -0.3693 -1.3338 0.8112
H -0.9279 -1.6041 1.7042
O -0.0181 -1.4853 -1.4915
C 5.7002 -1.3310 0.5481
H 4.2068 -0.2187 3.1698
C -2.3680 -1.6566 -0.9658
H 1.7925 -2.5113 -1.4607
H -0.0949 -0.2797 0.8129
H -0.9780 -3.7358 0.7575
C 1.2343 -1.7890 -0.8570
C 2.3965 -1.8473 2.1266
C -6.1022 4.5025 -1.5499
C -4.6304 2.7221 -0.8958
F 6.8198 -2.1240 -1.3671
H 2.2954 -3.5053 1.0212
C -0.4220 -3.2770 -0.0568
O -4.4708 -0.0615 -0.0388
H -7.2754 4.1043 0.2542
C 6.8336 -1.3469 -0.2677
H -6.3235 5.5535 -1.3668
H -2.7731 2.2397 -1.7141
H -6.3510 4.3005 -2.5930
C 3.7479 -1.5453 1.6177
H -6.2968 1.4384 -0.4091
C -5.9290 2.4373 -0.1910
H -3.0890 -1.9387 -0.2001
H -7.7656 3.1559 -1.1273
H 6.8490 0.8947 2.9109
C -0.9738 -1.9062 -0.4841
N 1.6527 -2.8556 1.4664
O 2.0002 -1.3218 3.1402
C -3.6274 0.4513 -0.7592
C -6.8963 3.5654 -0.6140


[4]
53
Properties=species:S:1:pos:R:3 method="wB97M-V/def2-TZVPD" homo_lumo_gap_ev=8.8 largest_force_ha_per_bohr=0.017 relative_energy_ev=2.134 lumo_ha=0.0112
H 2.1671 -0.2793 -4.6194
C -1.2216 0.5585 2.2369
O 2.8308 -2.2627 -2.0496
C 0.9073 1.9925 0.5494
C 1.5175 -2.2656 -4.6371
C 2.4852 0.5083 -0.0200
F -2.1556 3.9953 6.6300
C 1.0291 0.6809 1.3342
H 4.0462 -0.8217 -0.5866
O 1.9747 1.8122 -0.3940
C 2.7230 -1.2498 -2.7259
H -0.1137 -1.8004 -5.9281
C -1.9973 1.2943 3.2578
H 4.3966 0.8945 -0.8704
C 2.1167 -1.2169 -4.0742
H -4.6707 4.2771 7.1677
H 2.3480 -4.1204 -4.0010
H -3.8376 0.6267 2.5242
H 3.0729 1.4734 1.9394
C 0.4626 -4.3914 -5.0670
N 0.1378 0.4606 2.4486
H -0.5891 -4.2351 -4.8124
C 0.7720 -3.7116 -6.4023
C 0.8879 -2.2359 -6.0116
H 2.8740 -0.3243 1.9850
H 0.4633 -0.2986 -0.6318
H 1.0888 2.8775 1.1657
H 1.3974 -1.3321 0.5098
C 2.5609 0.6074 1.5181
H -6.0581 1.6687 4.0271
C 1.2008 -0.3193 0.1679
O -1.7955 -0.0162 1.3311
C -4.4595 3.6207 6.3354
H 1.7303 -4.0698 -6.7878
C -3.1631 3.3994 5.9636
C -2.8473 2.5579 4.8955
H 0.9803 -3.6359 -3.0453
H -0.6368 2.4399 4.5458
H 0.6405 -5.4662 -5.0805
C 1.3613 -3.6546 -4.0645
C 3.6233 0.1253 -0.9167
H 0.4414 0.9494 3.2804
N -3.3641 1.1804 3.2184
H -6.5203 3.1719 5.9305
H 1.4519 -1.6249 -6.7161
N 3.1883 -0.0389 -2.2870
C -3.9141 1.9431 4.2094
H 0.0169 -3.8920 -7.1669
C -1.6336 2.1356 4.2733
H 2.8853 0.7875 -2.7746
C -5.2519 2.1491 4.5646
H -0.0515 2.0883 0.0354
C -5.4988 2.9876 5.6256


Repeat the second record exactly.
53
Properties=species:S:1:pos:R:3 method="wB97M-V/def2-TZVPD" homo_lumo_gap_ev=8.8 largest_force_ha_per_bohr=0.001 relative_energy_ev=2.108 lumo_ha=0.0171
C 5.3597 2.6437 3.2222
H 3.5606 -2.2245 1.3198
H 4.4619 1.0551 -0.4569
H 4.3114 6.3399 3.1443
C 4.1725 3.0112 2.5583
C 4.4229 0.7972 2.3722
C 2.7411 -1.7422 -1.1033
H -2.8507 2.7404 -1.5834
H 0.9924 -0.3806 0.0131
H 6.1634 0.6890 3.5305
H -0.4074 5.7580 -1.7750
H 3.5150 -2.3220 -1.6068
C -2.6667 4.6638 -0.5694
H 2.6567 1.7407 1.4980
H -2.6439 6.6699 -1.4807
O 3.4826 0.2249 -2.0962
C 1.8898 0.0746 -0.3986
O -0.8475 0.8910 -1.8836
N 5.4879 1.2901 3.0889
C 6.1817 3.5780 3.8620
H 0.4306 3.4476 -3.5605
C -1.0782 3.7730 -2.1513
C 5.7862 4.8943 3.8235
H 7.0895 3.2777 4.3675
C 3.5873 1.8212 2.0281
H -1.0656 5.5595 -3.3965
C -2.5607 5.6198 -1.7590
C -2.0804 3.3501 -1.1037
N 0.9363 0.9553 -3.2772
H 6.3941 5.6462 4.3087
C 4.6075 5.3006 3.1680
O 4.9960 -1.3794 2.9793
C -1.1958 5.2660 -2.3550
H 1.6488 1.5578 -3.6541
H 1.8119 -0.8456 -3.8449
C 3.8261 4.3634 2.5518
H 5.1345 -0.4951 -1.0380
C 1.3222 -0.4068 -2.9740
H 1.9257 -2.3684 -0.7434
H 1.8773 1.1581 -0.2971
C 3.1891 -0.7064 -0.0420
H -2.0548 5.0387 0.2555
H 0.4178 -0.9716 -2.7550
C 4.3565 -0.6710 2.2166
C -0.0984 1.5427 -2.5975
N 3.5538 -1.2168 1.2543
C -0.2242 2.9983 -2.8202
F 2.6957 4.7342 1.9187
H -1.6345 2.7109 -0.3440
C 2.2463 -0.4617 -1.7948
C 4.2184 0.0768 -0.8692
H -3.6842 4.5501 -0.1970
H -3.3507 5.4017 -2.4826